{
  "formula": "C8H6F3N5O3PdS4",
  "method": "ωB97M-V/def2-TZVPD",
  "elements": ["Pd", "N", "C", "N", "C", "C", "S", "C", "C", "S", "C", "N", "N", "H", "H", "H", "H", "H", "H", "S", "C", "N", "F", "C", "F", "F", "S", "O", "O", "O"],
  "coordinates": [[-0.0542, 0.6133, 0.3030], [3.1541, 0.1737, 0.6613], [2.4596, -0.9310, 0.3955], [1.1545, -0.9315, 0.2277], [0.6410, -2.2013, -0.0371], [1.5722, -3.1717, -0.0741], [3.1471, -2.5036, 0.2385], [-0.8004, -2.2525, -0.2165], [-1.6616, -3.2939, -0.2233], [-3.2824, -2.7023, -0.3720], [-2.6810, -1.0778, -0.3922], [-1.3778, -1.0136, -0.3315], [-3.4605, 0.0135, -0.4956], [2.6670, 1.0599, 0.7436], [4.1477, 0.1494, 0.7947], [1.4451, -4.2205, -0.2700], [-1.4575, -4.3448, -0.1215], [-4.4506, -0.0539, -0.3480], [-3.0264, 0.9148, -0.3526], [-0.8940, 0.1588, 2.6070], [-0.1028, 1.3950, 3.4308], [0.4381, 2.2423, 4.0032], [0.5983, 3.3829, -2.9913], [0.3877, 2.4234, -2.1022], [1.4131, 1.5594, -2.1621], [-0.7246, 1.7644, -2.4514], [0.2209, 3.1638, -0.3787], [-1.0780, 2.6131, 0.0921], [0.3147, 4.5640, -0.5602], [1.2907, 2.5065, 0.3830]],
  "atomic_forces_ev_per_a": [[-0.02, 0.52, 0.36], [0.04, 0.07, 0.01], [-0.02, 0.23, 0.11], [-0.32, -0.16, 0.13], [0.25, -0.15, 0.08], [0.08, 0.23, 0.05], [-0.08, -0.10, -0.05], [-0.05, -0.27, 0.01], [0.06, 0.12, -0.03], [0.05, -0.02, 0.04], [0.08, 0.02, -0.06], [-0.57, 0.22, -0.45], [-0.07, 0.04, -0.10], [0.04, 0.02, -0.01], [-0.01, -0.02, 0.03], [-0.01, -0.04, -0.01], [0.00, -0.02, 0.01], [0.01, 0.01, 0.04], [0.00, -0.01, 0.04], [0.13, 0.00, 0.33], [-0.07, -0.09, -0.01], [0.06, 0.03, 0.02], [0.04, -0.02, 0.00], [-0.03, 0.11, -0.16], [-0.05, 0.08, 0.00], [0.07, 0.05, 0.00], [-0.04, -0.11, 0.01], [0.37, -0.79, -0.11], [-0.17, 0.20, 0.12], [0.24, -0.13, -0.40]],
  "nbo_charge": [0.9414, -0.7659, 0.2845, -0.4811, 0.2093, -0.4416, 0.4316, 0.0738, -0.4133, 0.4139, 0.2802, -0.5528, -0.7789, 0.4530, 0.4157, 0.2568, 0.2512, 0.4092, 0.4314, -0.3382, 0.0496, -0.4117, -0.2987, 0.7037, -0.3210, -0.3169, 2.3057, -0.9385, -0.8789, -0.9737],
  "e_tot_ha": -2828.2056,
  "homo_lumo_gap_ev": [6.0, 6.0],
  "e_lumo_ha": [-0.0653, -0.0653]
}